(1)
ORCA calculation (ωB97M-V/def2-TZVPD) on a cluster of 2 separate species, C3H7N2O2 in total in a non-equilibrium geometry.

```
14
Properties=species:S:1:pos:R:3:forces:R:3
C -1.5908 -0.2379 -3.1152 -2.7 0.5 0.5
C -0.3083 -0.0757 3.0423 -0.2 0.7 -0.3
C 0.5696 0.4347 0.9707 0.0 1.9 0.4
N -0.4724 -0.0621 -2.6938 2.0 0.1 0.4
N 1.0471 -0.2388 -0.2348 -1.1 1.1 0.1
O -2.7323 -0.3315 -3.2542 0.5 -0.4 -0.6
O 0.0440 -0.3644 1.8600 1.3 -1.3 -1.3
H -0.5224 -0.7843 3.7403 -0.7 -2.3 1.2
H -0.3544 0.9167 3.2611 0.0 2.7 0.9
H 0.7824 1.5296 1.1438 -0.3 -1.7 -0.2
H 0.2274 0.3165 -3.3066 0.2 0.0 -0.4
H 2.0780 -0.0220 -0.3124 -1.3 -0.6 -0.6
H 0.3781 0.1748 -1.0198 1.8 -1.6 0.6
H 0.8539 -1.2556 -0.0815 0.4 0.8 -0.6
```
Positions in Å, forces in eV/Å.

Results
Kohn-Sham gap (spin up / spin down)   8.92 / 8.19 eV
Total charge   +1
Relative energy (zero: lowest compared OMol25 entry of this formula, charge and spin)   398.0 kJ/mol
Total energy   -10288.686 eV

=====

(2)
ORCA calculation (ωB97M-V/def2-TZVPD) on a cluster of 2 separate species, C2H7ClSi2 in total in a non-equilibrium geometry.

```
12
Properties=species:S:1:pos:R:3:forces:R:3
C -0.6234 -2.4083 1.2069 3.5 1.3 0.7
Si 0.3803 -1.0823 1.6931 -2.9 0.5 -0.5
Cl 2.3667 -1.1126 1.8211 0.8 -0.1 0.0
H -1.6444 -2.5381 1.2177 -2.0 0.1 0.0
H -0.0240 -3.2864 1.0658 0.0 -0.6 -0.2
H -0.1847 0.3384 1.8774 0.6 -1.1 0.0
C -0.1869 0.7236 -1.4106 -0.2 -0.1 0.9
Si 0.2061 2.3750 -1.5970 -1.7 0.5 0.1
H -1.0316 0.5757 -0.6899 0.4 0.1 -1.1
H 0.3390 -0.2021 -1.6580 0.1 0.5 0.2
H 1.3053 3.1937 -2.0128 1.1 -0.2 -0.6
H -0.9024 3.4235 -1.5138 0.4 -0.8 0.4
```
Positions in Å, forces in eV/Å.

Results
Kohn-Sham gap   8.50 eV
SMILES   C=[SiH]Cl.C=[SiH2]
Relative energy (zero: lowest compared OMol25 entry of this formula, charge and spin)   371.1 kJ/mol
Total energy   -30461.856 eV

=====

(3)
ORCA calculation (ωB97M-V/def2-TZVPD) on a cluster of 2 separate species, H4O2 in total in a non-equilibrium geometry.

```
6
Properties=species:S:1:pos:R:3:forces:R:3
O -1.6639 -0.0404 -0.0885 2.1 -0.2 1.4
H -0.8434 -0.5312 0.2330 -1.6 0.5 -0.8
H -1.6421 0.6958 0.5546 -0.4 -0.3 -0.5
O 1.5564 -0.0905 0.0558 0.4 2.1 -1.2
H 0.9041 0.5668 -0.3366 1.2 -1.2 0.6
H 2.4420 0.3157 -0.1889 -1.6 -0.8 0.5
```
Positions in Å, forces in eV/Å.

Results
Kohn-Sham gap   12.34 eV
SMILES   O.O
Relative energy (zero: lowest compared OMol25 entry of this formula, charge and spin)   26.0 kJ/mol
Total energy   -4159.669 eV

=====

(4)
ORCA calculation (ωB97M-V/def2-TZVPD) on a structure of composition C18H18OS2 in a non-equilibrium geometry.

```
39
Properties=species:S:1:pos:R:3:forces:R:3
C 2.2891 0.6905 4.1219 0.6 0.1 -0.2
C 1.8444 -0.6208 3.9248 -0.1 0.4 -0.1
C 1.0946 -0.9693 2.7636 0.1 0.9 0.5
C 0.5969 0.0806 1.9694 0.8 0.8 0.8
C -0.2002 0.0971 0.6857 -1.9 -0.1 0.7
C -0.9580 -1.2450 0.4396 0.3 -0.3 0.1
C -2.2815 -1.0856 -0.1975 -2.4 -0.4 -1.3
C -3.1232 -2.2330 -0.2787 0.0 0.6 0.3
C -4.4376 -2.1652 -0.7646 0.3 0.6 0.1
C -4.9464 -0.9668 -1.3156 1.3 -0.5 0.1
C -4.0702 0.1285 -1.4224 -0.1 -0.8 0.8
C -2.8146 0.0959 -0.7883 0.2 -0.2 0.3
O -0.5477 -2.3593 0.7678 -0.3 2.1 -0.4
C 0.9841 1.4072 2.2844 -0.3 -0.2 -0.9
C 1.9877 1.6843 3.1595 0.1 -0.4 1.6
H 2.8994 0.9840 5.0089 -0.4 -0.5 -0.9
H 2.1030 -1.3729 4.6886 -0.2 0.3 -0.7
H 0.9260 -2.0190 2.5565 -0.2 0.3 -0.1
H -0.9052 0.9780 0.8155 0.1 -1.5 0.0
H -2.7404 -3.1555 0.1540 -0.1 0.1 -0.2
H -5.0687 -3.0476 -0.6792 0.1 0.2 -0.1
H -5.9731 -0.9182 -1.6679 0.2 0.0 -0.1
H -4.3938 1.0247 -1.9331 0.0 0.1 0.2
H -2.2733 1.0428 -0.7298 -0.1 -0.4 -0.2
H 0.4889 2.2320 1.7500 0.5 -0.4 0.0
H 2.4873 2.6484 3.1758 -0.4 0.0 0.3
C 2.6615 0.4678 -3.1086 -0.3 -0.8 0.3
C 3.1966 0.2439 -1.6809 0.5 0.3 -0.4
S 2.0637 -0.4971 -0.4679 1.4 -0.4 0.1
C 0.6324 0.5916 -0.4689 2.3 0.4 -1.5
S 0.0233 0.4598 -2.1814 -1.2 0.5 -0.6
C 1.3653 1.2835 -3.0990 0.7 0.2 0.0
H 3.4333 0.8781 -3.7731 -0.1 0.4 0.4
H 2.4668 -0.5139 -3.5698 -0.2 0.2 0.3
H 4.0580 -0.4413 -1.7368 -0.4 0.1 0.2
H 3.5956 1.1799 -1.2548 -0.2 -0.2 -0.2
H 0.9487 1.6674 -0.3374 -0.4 -1.1 0.2
H 1.5246 2.2854 -2.6690 0.0 -0.3 0.0
H 1.0628 1.4590 -4.1413 -0.4 -0.2 0.4
```
Positions in Å, forces in eV/Å.

Results
Kohn-Sham gap   7.85 eV
Relative energy (zero: lowest compared OMol25 entry of this formula, charge and spin)   0.0 kJ/mol
Total energy   -42674.816 eV

=====

(5)
ORCA calculation (ωB97M-V/def2-TZVPD) on a structure of composition C5H4FeO2 in a non-equilibrium geometry.

```
12
Properties=species:S:1:pos:R:3:forces:R:3
O -0.4094 3.0681 -1.4357 -0.1 -1.8 0.3
C -0.4817 1.9494 -1.3014 0.2 2.9 -0.7
C -0.5799 0.5767 -1.2234 0.1 -1.4 1.5
C 0.4834 -0.1263 -0.7580 0.3 0.6 -3.3
C 1.5904 -0.7943 -0.8999 -1.2 -1.1 1.5
H -1.5613 0.1437 -1.4440 0.2 0.0 -0.2
H 1.9785 -1.0328 -1.8941 0.0 0.4 -0.1
H 1.9497 -1.4354 -0.0896 0.6 0.5 -0.1
C -0.2689 -0.6308 2.0398 -3.3 -0.4 -1.6
O -1.4051 -0.1974 1.7375 2.7 -0.7 0.5
Fe -1.3540 0.0697 3.6934 -0.6 0.7 2.0
H 0.0582 -1.5908 1.5753 0.9 0.1 0.0
```
Positions in Å, forces in eV/Å.

Results
Kohn-Sham gap (spin up / spin down)   6.41 / 4.22 eV
Total charge   +3
Spin multiplicity   6
Relative energy (zero: lowest compared OMol25 entry of this formula, charge and spin)   0.0 kJ/mol
⟨S²⟩   8.759
Total energy   -43688.798 eV

=====

(6)
ORCA calculation (ωB97M-V/def2-TZVPD) on a cluster of 4 separate species, C26H54FIN4O10S4 in total in a non-equilibrium geometry.

```
100
Properties=species:S:1:pos:R:3:forces:R:3
C -0.5372 -1.4045 1.1751 -0.7 1.7 -0.2
C -1.2573 -1.0910 -0.2212 1.9 0.8 0.6
N -1.5335 -2.2812 -1.0521 -1.0 1.0 0.6
C -2.9889 -2.5879 -1.2177 1.3 -0.7 -1.6
I -3.8543 -2.7528 0.7690 0.0 0.2 -0.2
C -3.6115 -1.5261 -2.1979 -0.3 0.5 -0.2
C -4.7916 -0.6199 -1.7133 -2.1 1.7 -0.8
N -5.1173 0.2666 -2.8982 0.7 -0.4 0.3
N -6.0587 -1.3197 -1.3797 0.3 -0.7 0.2
N -4.4933 0.3212 -0.6231 0.6 -0.5 -0.1
C -2.9906 -4.1348 -1.8086 1.4 1.3 0.7
S -1.6965 -4.9777 -0.7094 -0.3 -1.1 0.0
C -2.5400 -4.2342 -3.2994 0.4 0.3 -0.8
C -1.9699 -5.6089 -3.8354 0.8 -0.7 -0.3
C -2.6352 -6.9295 -3.2897 -0.4 -0.5 -0.6
C -0.3708 -5.7357 -3.7335 -1.0 0.3 -0.1
O -4.2121 -4.7580 -1.4274 0.1 0.4 -1.9
C -5.1661 -4.8997 -2.4262 -2.6 -1.7 0.5
F -5.6762 -3.6943 -2.9694 0.9 -0.6 0.4
C -6.4000 -5.6308 -1.7615 -1.0 -1.1 1.5
C -6.2127 -6.3115 -0.4739 -1.7 -0.5 -0.2
C -7.3002 -7.0517 0.1918 -0.1 1.2 -2.2
C -8.6170 -7.1267 -0.4358 2.3 1.3 -0.7
C -8.8021 -6.4294 -1.7087 1.3 0.1 0.6
C -7.7198 -5.6939 -2.3812 0.3 -1.1 1.8
H -1.3266 -1.2135 1.9593 1.0 -0.8 -0.5
H 0.2374 -0.5729 1.3447 -0.9 -1.6 -0.2
H -0.1003 -2.4287 1.2279 -0.4 0.9 0.0
H -2.1200 -0.4150 -0.0051 0.4 -0.7 -0.5
H -0.5087 -0.4592 -0.7942 -0.9 -0.6 0.4
H -1.1020 -2.0970 -1.9585 -0.5 -0.2 0.1
H -2.7805 -0.8184 -2.4870 -1.0 -0.6 0.5
H -3.9374 -1.9690 -3.1856 0.2 0.1 1.3
H -5.3931 -0.3569 -3.6645 0.0 0.5 0.2
H -5.9337 0.8255 -2.6234 0.3 -0.4 -0.3
H -6.6129 -0.8200 -0.6851 0.5 0.0 -0.2
H -6.6439 -1.4114 -2.2094 0.3 -0.2 0.3
H -4.8999 0.0425 0.2671 0.2 0.1 -0.4
H -4.7109 1.2836 -0.8698 0.0 -0.4 0.1
H -0.4625 -4.7063 -1.2318 -1.0 0.3 -0.1
H -1.6946 -3.4912 -3.4280 -0.9 -0.7 0.3
H -3.3050 -3.8871 -4.0567 0.4 -0.3 1.2
H -2.1583 -5.6059 -4.9514 0.1 0.2 1.2
H -3.1011 -6.8596 -2.2784 0.5 0.1 -0.9
H -1.8888 -7.7729 -3.2361 -0.6 0.9 -0.1
H -3.4174 -7.2645 -4.0332 0.6 0.2 0.9
H -0.0054 -6.2252 -4.6706 -0.2 0.3 0.9
H 0.0503 -4.6978 -3.7125 0.0 -1.0 0.2
H -0.0797 -6.3466 -2.8369 -0.1 0.8 -0.9
H -4.8809 -5.5401 -3.2988 0.4 0.9 0.6
H -5.2381 -6.3172 0.0748 -0.9 0.3 -0.9
H -7.0961 -7.5440 1.1752 -0.2 0.5 -1.1
H -9.4097 -7.6992 0.0932 0.5 0.6 -0.8
H -9.8120 -6.4481 -2.1853 1.1 0.0 0.4
H -7.9098 -5.1951 -3.3622 0.2 -0.5 1.1
C 5.9951 1.2218 2.7709 0.0 -0.3 0.0
C 4.7699 1.9002 2.1916 0.4 0.2 0.9
O 4.4392 1.3825 0.8921 -0.4 -0.3 -0.4
S 3.6749 -0.0300 0.8003 0.0 0.4 -0.3
C 3.2003 0.0895 -0.8971 0.0 0.2 -0.1
O 2.4913 0.0245 1.6128 0.6 -0.1 0.0
O 4.6345 -1.0836 0.9317 -0.3 0.1 0.2
H 5.7904 0.1764 3.0071 0.0 0.1 0.0
H 6.3103 1.7211 3.6886 -0.1 0.1 -0.1
H 6.8197 1.2367 2.0557 0.0 0.1 0.0
H 3.9156 1.8179 2.8681 -0.1 -0.1 -0.2
H 4.9772 2.9645 2.0606 -0.1 -0.1 -0.3
H 2.5161 0.9281 -1.0136 0.0 0.0 0.0
H 2.7041 -0.8410 -1.1700 0.0 0.0 0.1
H 4.0935 0.2281 -1.5039 0.0 0.0 0.1
C 6.6501 8.2404 -1.4056 0.2 -0.2 0.1
C 5.2144 8.0176 -0.9702 0.5 0.8 0.0
O 4.7853 6.6743 -1.2254 -0.2 -0.6 0.3
S 5.2520 5.5185 -0.2131 -0.5 -0.1 -0.8
C 4.1311 4.2741 -0.7660 -0.1 0.0 0.0
O 4.8950 5.8985 1.1251 0.4 0.1 -0.1
O 6.5848 5.1186 -0.5499 -0.1 0.2 0.4
H 7.3428 7.6759 -0.7794 0.0 0.0 0.0
H 6.9128 9.2973 -1.3332 -0.1 0.0 0.0
H 6.7984 7.9063 -2.4341 -0.1 0.1 0.0
H 5.0765 8.2728 0.0834 0.0 -0.2 0.0
H 4.5575 8.6693 -1.5480 -0.2 -0.3 0.0
H 3.1125 4.6005 -0.5642 0.1 0.0 0.0
H 4.3514 3.3632 -0.2101 0.1 0.1 0.0
H 4.2825 4.1096 -1.8313 0.0 0.0 0.1
C 6.0148 6.5978 7.5133 0.0 -0.3 0.0
C 4.7953 7.2955 6.9416 0.4 0.2 0.8
O 4.4622 6.7991 5.6410 -0.4 -0.3 -0.3
S 3.6858 5.3954 5.5357 0.1 0.5 -0.6
C 3.2129 5.5336 3.8416 0.1 0.1 0.0
O 2.5109 5.4533 6.3564 0.4 -0.2 0.2
O 4.6388 4.3312 5.6612 -0.3 0.0 0.2
H 5.8003 5.5515 7.7362 0.0 0.1 0.0
H 6.3354 7.0820 8.4377 0.0 0.1 -0.1
H 6.8397 6.6137 6.7986 0.0 0.1 0.0
H 3.9398 7.2130 7.6167 -0.1 -0.1 -0.2
H 5.0110 8.3585 6.8235 -0.1 -0.1 -0.3
H 2.5357 6.3783 3.7320 0.0 0.0 0.1
H 2.7087 4.6100 3.5588 0.0 0.0 0.2
H 4.1073 5.6708 3.2352 -0.1 0.0 0.1
```
Positions in Å, forces in eV/Å.

Results
Kohn-Sham gap   8.17 eV
SMILES   CCN[C@@](I)(CC(N)(N)N)[C@](S)(CC(C)C)O[C@H](F)c1ccccc1.CCOS(C)(=O)=O.CCOS(C)(=O)=O.CCOS(C)(=O)=O
Total energy   -108427.711 eV